1.
{
  "formula": "C14H14ClNO2Re",
  "method": "ωB97M-V/def2-TZVPD",
  "species": ["C", "C", "C", "H", "C", "C", "H", "H", "H", "H", "Re", "Cl", "C", "C", "C", "H", "C", "C", "H", "H", "H", "H", "O", "C", "C", "C", "C", "O", "N", "H", "H", "H", "H"],
  "positions_angstrom": [[-2.928, -1.172, -1.048], [-2.030, -1.514, -2.168], [-1.328, -0.314, -2.542], [-1.873, -2.457, -2.688], [-1.752, 0.740, -1.685], [-2.693, 0.234, -0.733], [-3.124, 0.839, 0.065], [-3.498, -1.903, -0.460], [-0.723, -0.147, -3.437], [-1.487, 1.778, -1.854], [-0.976, -0.911, -0.475], [0.383, -2.812, 0.289], [3.414, -0.033, -0.508], [2.901, 1.143, -1.138], [2.028, 0.711, -2.186], [2.948, 2.132, -0.716], [2.011, -0.717, -2.228], [2.876, -1.168, -1.196], [3.012, -2.219, -0.989], [3.978, -0.077, 0.409], [1.345, 1.358, -2.745], [1.230, -1.358, -2.679], [-1.913, -1.248, 2.200], [-1.053, -0.397, 2.367], [-0.793, 0.421, 3.629], [0.235, 1.448, 3.200], [0.310, 1.256, 1.667], [0.680, 2.067, 0.828], [-0.216, 0.006, 1.338], [-1.755, 0.853, 3.953], [-0.412, -0.241, 4.425], [-0.007, 2.497, 3.442], [1.210, 1.203, 3.665]],
  "mulliken_spin": [-0.05, -0.02, 0.12, 0.00, -0.06, 0.01, 0.01, -0.01, 0.02, 0.01, 1.77, 0.06, 0.02, 0.26, 0.34, 0.00, 0.00, 0.38, 0.01, 0.00, 0.02, 0.00, 0.04, 0.00, 0.00, 0.00, 0.00, 0.01, 0.05, 0.00, 0.00, 0.00, 0.00],
  "total_charge": 0,
  "s2": 3.78,
  "orbital_gap_ev": [7.84, 6.39],
  "multiplicity": 4,
  "e_lumo_ha": [-0.0056, -0.0569]
}


2.
{
  "formula": "C16H21AlB2Br6Cl4F7LiN4O11S",
  "method": "ωB97M-V/def2-TZVPD",
  "species": ["O", "S", "O", "O", "C", "C", "C", "C", "N", "C", "C", "C", "Br", "N", "C", "N", "Br", "H", "H", "H", "H", "H", "H", "H", "H", "H", "H", "H", "H", "H", "H", "Br", "O", "Cl", "O", "O", "O", "Li", "C", "Cl", "Cl", "Cl", "H", "C", "Br", "Br", "Br", "H", "B", "O", "C", "O", "C", "O", "O", "F", "F", "Al", "F", "B", "F", "F", "F", "F", "N", "C", "C", "C", "C", "H", "H", "H", "H", "H"],
  "positions_angstrom": [[-2.265, 2.170, -2.197], [-1.658, 0.902, -1.687], [-2.646, -0.110, -1.170], [-0.835, 0.072, -2.917], [-0.468, 1.204, -0.220], [0.711, 0.067, -0.330], [1.460, -0.122, 1.077], [2.976, 0.333, 1.064], [3.607, 1.592, 0.843], [2.811, 2.832, 0.513], [3.802, 3.986, -0.009], [4.547, 3.616, -1.396], [6.503, 4.034, -1.168], [4.972, 1.535, 0.962], [5.297, 0.182, 1.243], [4.062, -0.577, 1.304], [3.962, -2.407, 1.623], [-0.483, 0.713, -3.577], [-0.013, 2.252, -0.221], [-1.035, 1.087, 0.777], [1.482, 0.299, -1.231], [0.126, -0.908, -0.545], [1.405, -1.233, 1.387], [0.876, 0.456, 1.887], [2.146, 3.160, 1.388], [2.121, 2.538, -0.351], [4.578, 4.255, 0.798], [3.156, 4.910, -0.235], [4.128, 4.147, -2.307], [4.500, 2.466, -1.476], [6.383, -0.111, 1.378], [1.744, 1.205, -2.698], [-1.992, 2.132, 1.955], [-2.743, 3.154, 2.658], [-1.821, 3.973, 3.456], [-3.701, 2.533, 3.532], [-3.420, 3.992, 1.709], [3.015, -2.738, -0.724], [7.894, 4.428, 2.266], [6.648, 3.521, 3.139], [8.161, 6.003, 3.025], [9.402, 3.505, 2.198], [7.547, 4.593, 1.247], [1.876, -7.102, 0.077], [2.622, -8.432, -1.111], [2.902, -6.935, 1.718], [1.656, -5.397, -0.814], [0.880, -7.442, 0.355], [-6.421, 1.274, 2.812], [-7.044, 2.537, 3.258], [-8.355, 2.402, 3.126], [-9.160, 3.255, 3.405], [-8.660, 1.060, 2.592], [-9.759, 0.623, 2.358], [-7.533, 0.392, 2.405], [-5.690, 0.679, 3.888], [-5.558, 1.518, 1.702], [-0.963, 3.155, 5.430], [0.485, -7.490, -1.946], [-5.683, -1.971, -1.008], [-4.476, -2.574, -0.517], [-6.728, -2.949, -1.033], [-6.061, -0.890, -0.153], [-5.461, -1.476, -2.336], [-0.388, -5.349, -3.918], [-1.307, -4.800, -3.075], [-1.803, -3.643, -3.665], [-1.160, -3.503, -4.906], [-0.289, -4.575, -5.041], [0.137, -6.199, -3.736], [-1.535, -5.269, -2.129], [-2.547, -2.984, -3.239], [-1.308, -2.714, -5.628], [0.387, -4.844, -5.839]],
  "lowdin_charge": [-0.31, 0.72, -0.29, -0.33, -0.21, -0.34, -0.11, -0.12, -0.05, -0.10, -0.24, -0.55, 0.61, 0.13, -0.05, -0.45, 0.90, 0.00, 0.09, 0.08, -0.22, 0.12, 0.10, 0.14, 0.15, 0.06, 0.08, 0.13, 0.08, 0.03, 0.16, 0.26, -0.37, 0.66, -0.58, -0.32, -0.26, 0.61, -1.56, 0.49, 0.54, 0.52, -0.08, -1.55, 0.69, 0.55, 0.55, -0.01, -1.00, 0.26, -0.36, 0.21, -0.35, 0.24, 0.28, 0.10, 0.12, 0.96, -0.73, -1.13, 0.05, 0.08, 0.13, 0.08, 0.07, 0.00, 0.02, -0.03, -0.01, 0.13, 0.14, 0.13, 0.12, 0.13],
  "total_charge": 0,
  "orbital_gap_ev": 1.29,
  "e_lumo_ha": -0.2597
}


Number 1: maximum force 6.307 eV Å⁻¹. Number 2: maximum force 5.244 eV Å⁻¹.